A molecular structure, C21H49GeN2OSi5V. Source: the OMol25 dataset; level of theory: the ωB97M-V functional and the def2-TZVPD basis.

Properties
LUMO level	-0.0048	hartree
energy relative to the best compared isomer or geometry (same formula, charge and spin)	0.0	kcal/mol

CARTESIAN COORDINATES (ANGSTROEM)
Ge -0.911224 1.485183 -0.011205
V 0.356698 -0.559094 0.740774
Si 0.633132 3.258906 -0.349979
Si 3.607864 -0.808841 1.015895
Si -2.438422 2.202738 1.651469
Si -1.116856 -3.456356 1.018570
Si -1.948197 0.885920 -2.073835
O 0.257804 -0.381836 2.295613
N 2.074440 -0.907914 0.134520
N -0.223867 -2.215204 0.135498
C -0.618897 0.393065 -3.312802
C 1.825952 -1.723360 -1.002233
C 0.256313 -3.198156 -2.113123
C -2.236747 -2.583904 2.217135
C -0.085235 4.593878 -1.464299
C 1.114302 -3.305351 -3.185098
C 2.661532 -1.797908 -2.123526
C 0.610481 -2.427690 -0.998495
C 3.434558 0.466176 2.353554
C -2.183330 -4.494568 -0.114386
C 3.958538 -2.524100 1.660426
C 0.150756 -4.542288 1.851531
C 1.082174 4.055264 1.294039
C -1.578223 2.274446 3.317600
C 5.013127 -0.267764 -0.096399
C -3.091591 -0.588998 -1.761233
C -3.036945 3.927432 1.171707
C 2.324049 -2.599520 -3.191197
C 2.202762 2.603906 -1.168673
C -2.973130 2.261966 -2.851116
C -3.955615 1.106160 1.821093
H 1.384495 3.318224 2.041086
H -3.510038 3.922448 0.186771
H 1.979047 2.198886 -2.159324
H -3.703065 0.121662 2.215581
H -0.705281 -3.689464 -2.129188
H -4.485505 0.972195 0.876539
H 0.791869 -5.017291 1.105280
H 4.765942 0.613735 -0.689351
H 3.265291 1.452157 1.912674
H 0.621540 5.426144 -1.532881
H 5.352324 -1.061224 -0.764436
H -0.013246 -0.442194 -2.954237
H -0.746021 2.980175 3.307181
H -2.884117 -5.061508 0.505291
H -3.772422 4.290658 1.895135
H -0.323895 -5.330868 2.440156
H -0.257857 4.216980 -2.475091
H 4.047133 -3.218274 0.821546
H 0.056648 1.228670 -3.513525
H 2.602614 0.248540 3.024379
H -2.557003 -1.388966 -1.243649
H -3.944719 -0.301554 -1.143162
H -1.697189 -1.930430 2.903706
H 5.859805 -0.005452 0.545317
H -1.610213 -5.217498 -0.695707
H 0.785370 -3.954842 2.518493
H -1.180648 1.292864 3.579010
H -2.953131 -1.974014 1.660195
H 4.353128 0.523169 2.940894
H 2.988850 -2.666666 -4.041702
H -1.065773 0.091545 -4.264704
H -3.482221 1.879114 -3.740108
H 1.910291 4.755402 1.151347
H -4.645846 1.581383 2.524863
H -2.356627 3.110754 -3.152964
H -2.773334 -3.879954 -0.797241
H 3.153692 -2.878104 2.307572
H -2.277875 2.585348 4.098619
H -3.481617 -0.992236 -2.700020
H 2.949986 3.393862 -1.286269
H 2.644198 1.795122 -0.587302
H 0.238583 4.615196 1.703361
H -3.735350 2.634878 -2.163012
H 4.892544 -2.557190 2.225751
H -1.031452 4.982400 -1.083471
H -2.805887 -3.312930 2.798012
H -2.214616 4.644900 1.139932
H 0.837510 -3.918664 -4.031917
H 3.567882 -1.209287 -2.141291

Cartesian forces (eV/Å) of the 2 atoms listed first:
-0.040 -0.093 -0.388
0.386 -0.808 0.396

A molecular structure, C53H52ClN6O7SiTl. Source: the OMol25 dataset; level of theory: the ωB97M-V functional and the def2-TZVPD basis.

Properties
LUMO level	-0.0256	hartree
energy relative to the best compared isomer or geometry (same formula, charge and spin)	22.6	kcal/mol

CARTESIAN COORDINATES (ANGSTROEM)
Tl -0.342040 0.274456 -0.115932
Cl 4.763702 -0.051961 -4.946898
Si 0.962134 2.387354 2.128534
O 3.692136 2.361342 -6.116802
O -1.109278 -1.012974 1.987669
O 1.701610 3.203213 -5.692565
O -0.155210 2.818503 -3.794225
O -0.201879 1.985402 -1.745739
O -2.893255 -0.186283 -0.749300
O -1.385656 -0.559297 4.486482
N 2.957641 -0.296193 -2.926873
N -1.729644 1.980140 1.243328
N -0.556692 -0.979686 -2.310932
N 0.450181 -2.561920 1.264507
N 1.871650 0.309950 -2.418981
N 0.157380 -2.092503 0.043680
C 0.265228 -2.099201 -4.697757
C 0.100546 -1.595858 5.981639
C 1.586087 1.318064 -3.209887
C 1.762996 1.687681 6.174897
C 1.894265 3.982399 -0.046559
C 3.181189 2.038287 3.817341
C -3.663600 -3.720263 -3.707323
C 0.570578 -2.708094 -3.491829
C 4.422511 -2.324250 -2.719843
C -3.659015 -2.124592 -1.916025
C 0.134822 -2.123407 -2.308525
C -0.891115 -0.423433 -3.474663
C -3.224561 -2.874639 0.483880
C -4.238291 2.280268 1.144042
C -3.297252 -3.136401 -1.001891
C -0.353952 -1.407767 4.677359
C -0.503001 -0.944460 -4.695706
C 0.331180 2.112983 -2.893615
C 2.474445 6.202042 1.517677
C 1.146182 -2.459446 6.234661
C -3.911196 -2.427299 -3.261578
C 3.254558 -2.857735 -0.254654
C -1.861852 3.160822 0.344342
C -2.711949 4.289550 0.925280
C 4.260036 -3.688921 -0.728398
C 1.759311 -3.161742 5.195076
C -4.401661 -1.384965 -4.245760
C 0.258230 -2.101446 3.616312
C 1.088940 1.977833 4.992670
C -4.031090 3.748471 1.524852
C 0.415343 -2.749916 -1.007493
C -3.216780 -4.714084 -2.845587
C 1.912198 5.070442 2.095343
C -2.870655 -6.088366 -3.356393
C -3.682035 -0.709545 -1.516645
C -3.086165 -4.413747 -1.489213
C 2.750125 6.221964 0.155861
C 4.826701 -3.419007 -1.963535
C 1.312481 -2.979543 3.902144
C 3.145196 1.562859 6.175589
C 3.437684 -1.472087 -2.226739
C -0.176655 -1.858319 2.216676
C 1.611735 3.942074 1.323535
C -3.075751 1.448894 1.670939
C 2.457759 5.111785 -0.627559
C 3.397684 0.376089 -4.031292
C 2.846617 -1.763399 -0.998147
C 3.857364 1.745732 4.993446
C 2.693448 2.377793 -5.438906
C 1.421562 0.921713 1.084520
C 2.532220 1.426017 -4.277456
C -0.899644 2.286611 2.426081
C 1.783997 2.149402 3.793024
H -2.907575 4.995251 0.115767
H 4.938288 1.654492 4.988898
H -2.806589 -5.204486 -0.795655
H 1.714188 5.058548 3.165801
H 2.673963 5.122863 -1.690548
H 3.747677 2.181077 2.897375
H -1.271417 3.187986 2.933130
H 3.668652 1.319734 7.093620
H -1.784492 -6.225141 -3.349707
H -2.422606 -2.187158 0.745232
H -3.668507 -0.590845 -4.406229
H 1.204340 1.550157 7.095091
H -4.605139 -1.847554 -5.210001
H -1.004728 1.465272 3.137865
H -0.784991 -0.446890 -5.614824
H 1.488310 -2.598297 7.254902
H 0.835925 -3.754172 -0.967903
H 1.667189 0.035426 1.674408
H 2.578586 -3.840375 5.401253
H 0.004392 2.057772 5.014195
H -2.148679 4.838976 1.681322
H -4.155564 -2.422887 0.836687
H -0.389975 -1.047057 6.780052
H -5.325248 -0.916649 -3.901560
H -3.813655 -3.952539 -4.759082
H -5.159857 1.896634 1.587236
H -2.291424 2.817879 -0.591157
H -3.171955 0.414220 1.366348
H -3.300506 -6.865635 -2.722385
H 0.964151 3.106316 -5.014594
H 5.597421 -4.069217 -2.359550
H -4.329541 2.168478 0.058845
H 0.620237 -2.520429 -5.631203
H -1.476693 0.489563 -3.421988
H -1.564140 -0.576377 3.518647
H 2.058157 -1.128958 -0.632936
H 3.195268 7.101006 -0.294563
H 4.593940 -4.539911 -0.144571
H -4.460186 -0.078241 -1.977910
H -3.991255 3.804237 2.617116
H 2.179364 1.108272 0.322796
H 1.660643 3.123724 -0.671302
H 4.876450 -2.162018 -3.678271
H 2.707278 7.065184 2.131139
H -3.220181 -6.236316 -4.378750
H -3.070324 -3.806157 1.027780
H -4.879000 4.357167 1.209516
H 1.762244 -3.514755 3.075005
H -0.865978 3.525078 0.101412
H 1.157601 -3.618760 -3.447798
H 2.773210 -3.054278 0.697882
H -3.117042 1.472427 2.762999

Cartesian forces (eV/Å) of the 2 atoms listed first:
0.241 0.254 0.244
0.031 -0.117 0.146

C4H10ClNSi in the gas phase in a non-equilibrium geometry. Source: the OMol25 dataset; level of theory: the ωB97M-V functional and the def2-TZVPD basis.

Properties
LUMO level	0.0301	hartree
energy relative to the best compared isomer or geometry (same formula, charge and spin)	54.7	kcal/mol
SMILES string	C=C[Si@@H](Cl)NCC

CARTESIAN COORDINATES (ANGSTROEM)
Cl 2.710647 1.234743 -0.425512
Si 0.790913 0.960217 0.014932
N 0.147222 -0.993710 -0.266026
C 1.376255 1.674758 2.711762
C -1.801950 -1.214591 -1.676049
C -0.308032 -1.524405 -1.552919
C 0.508001 1.131071 1.893794
H -2.369348 -2.040051 -1.197879
H 0.333894 2.209568 -0.430605
H -1.918484 -0.163949 -1.269034
H -2.154504 -1.290806 -2.706669
H 2.241996 2.155967 2.268233
H -0.404813 0.629855 2.335082
H 0.051950 -2.614530 -1.432359
H -0.686488 -0.920543 0.367442
H 1.338466 1.724201 3.729921
H 0.144275 -0.957795 -2.364113

Cartesian forces (eV/Å) of the 2 atoms listed first:
1.455 -0.330 -0.398
-1.519 -3.890 2.075

C4H4O in the gas phase in a non-equilibrium geometry. Source: the OMol25 dataset; level of theory: the ωB97M-V functional and the def2-TZVPD basis.

Properties
LUMO level	-0.0054	hartree
energy relative to the best compared isomer or geometry (same formula, charge and spin)	124.8	kcal/mol

CARTESIAN COORDINATES (ANGSTROEM)
O 0.031333 -2.001930 -1.069634
C 1.324136 0.586963 1.004062
C -0.166439 -0.886742 -0.777430
C -0.651580 0.422121 -0.773084
C 0.183982 -0.096530 0.554194
H -0.636100 -0.650030 1.119569
H -1.601046 0.915295 -0.505438
H -0.187289 1.093897 -1.599152
H 1.703004 0.616955 2.046914

Cartesian forces (eV/Å) of the 2 atoms listed first:
0.001 -0.207 -0.864
-0.377 -0.085 -1.367

A molecular structure, C16H13O3PPb in a non-equilibrium geometry. Source: the OMol25 dataset; level of theory: the ωB97M-V functional and the def2-TZVPD basis.

Properties
net charge	+2
LUMO level	-0.3307	hartree

CARTESIAN COORDINATES (ANGSTROEM)
Pb 0.113795 0.171701 -2.449175
P 0.946041 0.282832 0.015029
O 2.840023 -1.499115 -3.322941
O 0.116291 2.112505 -5.917679
O -2.608648 -1.497267 -3.330972
C -0.673878 2.581991 -0.499368
C -0.339810 1.557879 0.412324
C 0.596027 -1.454370 0.497934
C 0.117286 1.468716 -4.932515
C -1.647194 2.620079 2.143691
C -2.018710 3.627299 1.239117
C 2.114301 0.776347 1.224596
C 1.411247 -3.584156 1.329979
C -0.953763 -3.276661 0.865462
C 1.839970 -1.014488 -3.020011
C 1.671161 -2.275311 0.902510
C -0.805505 1.579080 1.733240
C -0.714867 -1.960876 0.452880
C -1.621280 -1.016998 -3.003948
C -1.540244 3.605078 -0.081155
C 0.097505 -4.084129 1.311615
H -0.290538 2.584815 -1.525484
H -0.096893 -5.099583 1.642523
H -1.535511 -1.334344 0.101313
H -1.965317 -3.658251 0.845791
H 3.029607 0.200977 1.095293
H -1.824928 4.376977 -0.775212
H -2.002183 2.637928 3.159437
H 2.316903 1.837630 1.083049
H -0.512209 0.806191 2.436498
H -2.671622 4.428630 1.563938
H 1.693173 0.607218 2.210398
H 2.695811 -1.904567 0.916429
H 2.223951 -4.203759 1.675410

Cartesian forces (eV/Å) of the 2 atoms listed first:
0.335 5.393 1.027
-0.959 -0.330 1.177

A molecular structure, C39H38N7OSTc. Source: the OMol25 dataset; level of theory: the ωB97M-V functional and the def2-TZVPD basis.

Properties
net charge	+3
spin multiplicity	4
LUMO level (spin up / spin down)	-0.3635 / -0.4037	hartree
expectation value of S²	3.792
energy relative to the best compared isomer or geometry (same formula, charge and spin)	0.0	kcal/mol

CARTESIAN COORDINATES (ANGSTROEM)
Tc 0.647382 -0.284477 -0.703242
S 2.711253 2.667227 -3.395312
O -0.923431 0.631122 0.721305
N -0.844235 -1.029797 -2.017690
N -2.794463 -2.232098 -3.542243
N 2.028775 -0.412642 0.889124
N 0.183577 -2.058124 0.124247
N -1.663903 -8.082298 3.256799
N 3.776253 -0.870366 2.961120
N 1.300139 1.497449 -1.621812
C -0.906555 5.541882 0.480495
C -0.107254 6.619882 1.229783
C -2.522879 1.703358 -0.784393
C -1.210545 -0.338903 2.989116
C -0.708044 0.817060 2.153521
C 2.188797 1.280203 -2.593073
C 1.954220 -1.560729 1.606532
C -0.803726 -7.242709 3.830180
C 2.959714 0.490716 1.201021
C -1.488852 4.579558 1.514102
C 3.335380 -2.763022 -3.065379
C 0.004868 4.831742 -0.516221
C -2.162311 -7.747739 2.067866
C 3.831925 0.252205 2.256525
C 1.012229 2.869708 -1.466122
C -2.195601 -1.120389 -3.949973
C -0.535604 -4.442346 1.344787
C 2.850329 -1.770786 2.636903
C -0.839964 -2.783506 -0.380169
C 2.621655 -0.091954 -2.830143
C 3.559412 -0.468755 -3.777672
C -1.221550 -3.957657 0.211078
C 0.174623 3.458504 -0.517522
C 3.914881 -1.807317 -3.893140
C 0.876706 -2.493291 1.199381
C -1.411672 -2.192919 -1.614151
C 2.391347 -2.393335 -2.116003
C 1.693209 3.651997 -2.390333
C -1.215421 -0.501932 -3.184279
C -1.829331 -6.574742 1.406331
C -0.925901 -5.695874 2.002734
C 2.029762 -1.052955 -1.991285
C -2.062470 6.196909 -0.293646
C 1.530289 5.034053 -2.415855
C 0.547312 -3.670083 1.814826
C 0.684795 5.595915 -1.487761
C -2.402813 -2.766736 -2.388291
C -0.405169 -6.048332 3.247821
C -2.327098 0.698739 0.334992
H 4.018002 0.273885 -4.421446
H 2.050130 5.647420 -3.141009
H -0.618970 -1.244285 2.843650
H -2.255305 -0.567744 2.771340
H 0.363069 0.967827 2.273766
H -1.204419 1.744783 2.434290
H 1.949247 -3.156703 -1.485720
H 4.584591 0.982213 2.529444
H -1.152251 -0.064268 4.043037
H -2.267625 -6.394347 0.434165
H 3.004818 1.396483 0.610072
H -0.337635 2.835328 0.199810
H -2.857308 -8.447862 1.621521
H -1.695152 1.679765 -1.495306
H -1.705649 6.989108 -0.953233
H 0.280386 -5.415841 3.794097
H 0.546759 6.669149 -1.507738
H -0.737519 0.416564 -3.500031
H -2.103637 5.137556 2.220150
H -0.416339 -7.534425 4.798332
H -2.767573 6.644148 0.408356
H -2.894995 -3.683190 -2.084236
H 2.835176 -2.685053 3.218858
H -0.698676 4.083441 2.086975
H -2.663240 -0.304062 0.068002
H -2.601373 5.465124 -0.901015
H 3.621037 -3.802940 -3.161208
H -2.056152 -4.505704 -0.197956
H 4.648776 -2.108624 -4.629126
H 1.132548 -4.003673 2.657338
H 0.722433 6.182092 1.789911
H -2.894452 1.008897 1.211083
H -2.499237 -0.704441 -4.902716
H 0.297958 7.373971 0.555066
H -2.131809 3.821526 1.050482
H -0.761894 7.131677 1.936377
H -3.449082 1.488811 -1.320323
H -2.584680 2.720978 -0.399938

Cartesian forces (eV/Å) of the 2 atoms listed first:
0.264 0.609 -0.374
0.048 0.094 -0.138

no.,E (hartree)
1,-5482.97689
2,-3828.28357
3,-962.81846
4,-229.82910
5,-1376.67393
6,-2445.59616